Formula: C5H10IN2O7P2SbSe4Zn
Source: the OMol25 dataset
Level of theory: the ωB97M-V functional and the def2-TZVPD basis

Its highest occupied orbital energy is -2.163 eV. Its molar mass is 902.0 g/mol. The total energy is -365690.135 eV. For the gap between HOMO and LUMO, the calculation gives 5.9 eV. The calculation puts the energy above the lowest of the compared OMol25 structures with the same formula, charge and spin at 0.00 kcal/mol. Its net charge is -2.

Geometry as XYZ:
```
33
Properties=species:S:1:pos:R:3:forces:R:3
Zn 1.244432 -0.844545 -0.184051 0.0 -0.3 0.1
C 2.269328 3.854453 0.339746 0.0 0.0 0.0
C 1.594874 2.499171 0.413455 0.0 0.0 0.0
O 0.613323 2.503743 1.451067 0.0 0.0 -0.1
P 0.788562 2.017923 -1.133910 0.1 0.0 0.1
O 1.862760 2.000619 -2.281682 0.0 0.0 0.0
O -0.216218 3.180750 -1.575675 0.0 0.0 0.0
O 0.058359 0.712397 -0.961211 0.0 -0.1 -0.1
P 2.821982 1.074154 0.718615 0.1 0.0 -0.1
O 1.895659 0.119399 1.519266 0.0 0.1 -0.1
O 4.055341 1.621034 1.318005 0.0 0.0 0.1
O 2.934551 0.393319 -0.691707 0.0 0.1 0.1
H 1.525547 4.647884 0.237086 0.0 0.0 0.0
H 2.960397 3.898178 -0.502457 0.0 0.0 0.0
H 2.843151 4.000073 1.253616 0.0 0.0 0.0
H 0.684731 1.621766 1.861069 0.0 0.0 0.0
H 2.535447 1.320612 -1.907819 0.0 0.0 0.0
H -0.415504 3.136317 -2.518131 0.0 0.0 0.0
H 2.962858 -2.044624 1.970493 0.1 -0.3 -0.1
Se -3.148507 -7.738799 -3.817289 0.0 -0.1 0.0
Sb -2.744742 -6.292026 -1.943344 0.1 0.0 0.0
Se 1.384664 -3.203630 -0.193790 -0.1 0.1 -0.1
Se 3.299055 -3.256946 1.189281 0.0 0.3 0.1
Se -4.786726 -5.388129 -1.084936 -0.1 0.0 0.1
I -5.437757 -2.280749 1.894396 0.0 0.0 0.0
C -3.706724 -1.533472 1.066428 0.0 0.0 0.0
C -3.414600 -0.204593 0.866780 0.1 0.0 0.1
N -2.183695 -0.172971 0.328420 0.0 0.0 -0.1
N -1.666144 -1.394326 0.148424 0.0 0.0 0.0
C -2.582687 -2.237972 0.594379 0.0 0.0 0.0
H -3.978280 0.687735 1.076960 0.0 0.0 0.0
H -1.627233 0.606061 0.000175 0.0 0.0 0.0
H -2.426206 -3.302806 0.548342 0.0 0.0 0.0
```
Positions in Å, forces in eV/Å.

=====

Formula: C5H10LaOP
Source: the OMol25 dataset
Level of theory: the ωB97M-V functional and the def2-TZVPD basis

Its highest occupied orbital energy is -5.814 eV. Its molar mass is 256.0 g/mol. The total energy is -17534.882 eV. For the gap between HOMO and LUMO, the calculation gives 4.5 eV. The calculation puts the energy above the lowest of the compared OMol25 structures with the same formula, charge and spin at 10.66 kcal/mol. Its net charge is 0.

Geometry as XYZ:
```
18
Properties=species:S:1:pos:R:3:forces:R:3
C 0.013377 -0.937021 0.275921 -0.9 0.2 1.3
C 0.532547 -2.238882 0.506821 -0.4 0.6 0.2
C 0.012841 -2.721660 1.739856 -0.2 0.9 -0.3
C -0.838273 -1.726587 2.297975 0.2 0.2 -0.5
C -0.864411 -0.606786 1.425367 1.1 -0.6 -1.4
La -1.181135 2.324115 -0.613987 -1.9 -0.6 2.2
P 0.211117 1.670536 -2.637437 1.7 0.2 0.2
H 0.200122 -0.293935 -0.600315 0.1 -0.5 0.5
H 1.217447 -2.766297 -0.155703 -0.2 0.1 0.2
H 0.227747 -3.693510 2.180217 -0.1 0.3 -0.1
H -1.427894 0.331570 1.564695 0.1 -0.3 0.1
H -1.386753 -1.803006 3.235611 0.2 0.0 -0.2
H -0.938549 0.807314 -2.196862 0.0 -1.0 -1.1
H 0.580666 1.322079 -3.972339 -1.3 0.1 0.1
H -0.661474 2.883664 -2.699759 0.2 0.4 -1.3
O 1.093789 2.534981 0.022643 1.2 0.1 -0.7
H 1.313029 2.217077 -0.928774 0.8 0.3 1.3
H 1.895803 2.696347 0.556070 -0.6 -0.3 -0.5
```
Positions in Å, forces in eV/Å.

=====

Formula: C5H10LuO3
Source: the OMol25 dataset
Level of theory: the ωB97M-V functional and the def2-TZVPD basis

Its highest occupied orbital energy (alpha / beta) is -17.562 / -17.563 eV. Its molar mass is 293.1 g/mol. The total energy is -45090.628 eV. For the gap between HOMO and LUMO (alpha / beta), the calculation gives 9.1 / 7.0 eV. The multiplicity is 2. The calculation puts the energy above the lowest of the compared OMol25 structures with the same formula, charge and spin at 5.74 kcal/mol. Its net charge is +2.

Geometry as XYZ:
```
19
Properties=species:S:1:pos:R:3:forces:R:3
O -2.294281 -0.231215 -0.081867 -0.6 0.7 -0.3
C -2.105135 0.543662 -1.067449 -0.6 -2.2 -2.2
C -0.831733 0.449846 -1.710095 0.0 1.7 0.5
O 0.073753 -0.114348 -0.925045 -0.7 -0.3 0.5
C 1.459678 -0.316479 -1.245885 0.9 -0.3 -0.5
C 2.207770 -0.101557 0.049007 0.7 0.6 -0.6
O 1.478534 -0.754450 1.084785 -1.0 -0.2 -0.4
C 2.219078 -0.914443 2.294041 0.8 0.0 0.9
Lu -0.754823 -0.649485 1.198788 0.4 1.0 1.2
H -2.963453 0.858643 -1.676259 0.1 0.7 0.6
H -0.498775 1.008204 -2.585023 -0.2 -0.3 0.0
H 1.788519 0.387007 -2.018192 -0.1 -0.2 0.1
H 1.542619 -1.350945 -1.599323 0.0 0.3 0.0
H 2.294458 0.969094 0.287341 0.0 -0.3 0.0
H 3.214293 -0.533769 -0.036383 -0.2 0.1 0.0
H 1.541677 -1.348030 3.036584 0.2 0.0 0.0
H 3.060955 -1.597588 2.120072 -0.3 0.1 0.1
H 2.583920 0.060782 2.645739 -0.1 -0.3 -0.1
H -1.068365 1.259395 1.628593 0.6 -1.1 0.0
```
Positions in Å, forces in eV/Å.

=====

Formula: C5H10N
Source: the OMol25 dataset
Level of theory: the ωB97M-V functional and the def2-TZVPD basis

Its highest occupied orbital energy is -14.409 eV. Its molar mass is 84.1 g/mol. The total energy is -6827.465 eV. For the gap between HOMO and LUMO, the calculation gives 11.0 eV. Its SMILES is C/C=C1/[NH2+][C@@H]1C. The calculation puts the energy above the lowest of the compared OMol25 structures with the same formula, charge and spin at 63.12 kcal/mol. Its net charge is +1.

Geometry as XYZ:
```
16
Properties=species:S:1:pos:R:3:forces:R:3
C 2.650954 0.288823 0.144983 -0.4 -0.4 0.3
C 1.432759 -0.607037 -0.134292 -2.9 -0.2 2.2
C 0.079072 -0.510459 0.179743 3.6 0.8 -0.4
N -1.095350 -1.351364 -0.034726 0.5 -3.6 -0.5
C -1.220134 -0.031647 0.625876 -0.6 1.8 -0.4
C -1.997889 0.977969 -0.187038 -0.6 0.8 -3.3
H 2.419053 0.947566 -0.687894 0.9 1.1 0.2
H 3.647086 -0.204601 -0.044625 -1.4 0.2 0.0
H 2.750105 0.777599 1.166607 -0.7 -0.4 -1.5
H 1.642029 -1.528018 -0.631637 0.2 -0.5 -0.5
H -1.102397 -2.221973 0.555993 -0.2 1.1 -0.6
H -1.378482 -1.603482 -1.022756 -0.1 1.0 1.4
H -1.511818 0.077392 1.670828 0.2 -1.1 0.0
H -1.530263 1.009025 -1.292761 -1.2 -0.2 2.3
H -1.722060 1.983933 0.198729 -0.7 -0.6 -0.1
H -3.206722 0.830702 -0.327137 3.2 0.2 0.9
```
Positions in Å, forces in eV/Å.

=====

Formula: C5H10N
Source: the OMol25 dataset
Level of theory: the ωB97M-V functional and the def2-TZVPD basis

Its highest occupied orbital energy is -14.640 eV. Its molar mass is 84.1 g/mol. The total energy is -6828.299 eV. For the gap between HOMO and LUMO, the calculation gives 9.1 eV. Its SMILES is C=[NH+]/C=C/CC. The calculation puts the energy above the lowest of the compared OMol25 structures with the same formula, charge and spin at 43.89 kcal/mol. Its net charge is +1.

Geometry as XYZ:
```
16
Properties=species:S:1:pos:R:3:forces:R:3
C 0.329838 1.932092 2.295806 -2.2 0.8 -0.1
N 0.254825 1.569266 1.068931 2.4 -1.2 0.6
C -0.216356 0.199278 0.699157 1.5 1.8 0.0
C 0.245578 -0.298376 -0.447776 -0.8 -0.9 0.2
C -0.089946 -1.686594 -0.935884 -1.0 0.1 0.3
C -0.530188 -1.588517 -2.389125 0.5 0.3 -1.6
H -0.522988 1.634232 2.914204 0.8 -0.5 0.4
H 1.011410 2.696763 2.642122 0.0 0.1 -0.2
H 1.028439 1.964647 0.529783 -0.5 -0.2 -0.7
H -0.372613 -0.288323 1.650356 -1.2 -0.6 -0.5
H 0.908719 0.230934 -1.122792 -0.3 0.6 0.0
H -0.970257 -2.090338 -0.415755 0.6 0.1 0.5
H 0.786641 -2.313530 -0.752055 -0.2 -0.2 -0.3
H -0.958811 -2.468008 -2.886153 0.7 -0.4 0.6
H -1.351588 -0.901663 -2.582005 0.0 0.5 0.6
H 0.305692 -1.216247 -3.009153 -0.3 -0.3 0.1
```
Positions in Å, forces in eV/Å.

=====

Formula: C5H10N
Source: the OMol25 dataset
Level of theory: the ωB97M-V functional and the def2-TZVPD basis

Its highest occupied orbital energy is -14.047 eV. Its molar mass is 84.1 g/mol. The total energy is -6827.806 eV. For the gap between HOMO and LUMO, the calculation gives 10.6 eV. Its SMILES is C=C=C(C)[NH2+]C. The calculation puts the energy above the lowest of the compared OMol25 structures with the same formula, charge and spin at 55.25 kcal/mol. Its net charge is +1.

Geometry as XYZ:
```
16
Properties=species:S:1:pos:R:3:forces:R:3
C -2.109658 -0.901857 -1.165328 2.3 1.3 1.0
C -0.992193 -0.296475 -0.780765 1.9 1.3 0.6
C 0.109716 0.417189 -0.353383 -3.6 -2.5 -1.9
C 0.922683 1.357072 -1.151117 -1.8 3.5 0.4
N 0.400686 0.269941 1.085777 2.2 0.0 -1.2
C 0.559014 -1.190298 1.498252 1.0 3.0 -0.2
H -2.090217 -1.924534 -1.498348 -0.3 -0.1 -0.3
H -2.978991 -0.279680 -1.053780 -0.7 -0.3 -0.2
H 0.312548 1.787686 -2.026855 0.8 -0.7 1.4
H 1.808039 0.994388 -1.564921 1.6 -0.9 -0.4
H 1.170173 2.265084 -0.456757 -0.3 -1.4 -1.4
H 1.315689 0.695364 1.313122 -0.7 0.3 -0.3
H -0.310308 0.784357 1.531284 -1.1 0.5 1.4
H 1.520938 -1.377605 1.017667 -0.4 -1.1 0.1
H 0.683129 -1.043993 2.557995 -0.4 -1.2 0.6
H -0.321247 -1.556640 1.047158 -0.6 -1.7 0.3
```
Positions in Å, forces in eV/Å.